Entry 1:
DFT (the ωB97M-V functional and the def2-TZVPD basis) results for one molecule with the formula C20H23N2O4P.

Last column: natural (NBO) charge in e.
Positions of all 50 atoms, in Å:
C1 4.1625 -1.0584 0.7152  -0.65
C2 3.6794 -1.4642 -0.6654  -0.06
H1 3.1991 -0.6076 -1.1490  0.18
H2 4.5098 -1.8093 -1.2897  0.19
O1 2.7699 -2.5590 -0.6479  -0.81
P1 1.3998 -2.5708 0.1824  2.39
O2 0.5401 -3.6452 -0.3292  -1.12
O3 1.8004 -2.7291 1.7374  -0.81
C3 2.2543 -4.0100 2.1617  -0.07
C4 1.0983 -4.8702 2.6436  -0.63
H3 0.5673 -4.3642 3.4459  0.21
H4 0.4116 -5.0416 1.8197  0.23
H5 1.4722 -5.8242 3.0061  0.21
H6 2.9653 -3.8215 2.9731  0.18
H7 2.7739 -4.5095 1.3364  0.18
C5 0.6402 -0.9662 0.1352  -0.48
C6 -0.6645 -0.7745 -0.2824  0.53
N1 -1.5300 -1.6472 -0.8276  -0.61
H8 -1.2122 -2.6073 -0.7721  0.45
C7 -2.9495 -1.3692 -0.9264  -0.25
C8 -3.1898 -0.0309 -1.5781  0.07
C9 -3.9947 0.9245 -0.9751  -0.24
C10 -4.1795 2.1613 -1.5692  -0.20
C11 -3.5554 2.4555 -2.7689  -0.22
C12 -2.7529 1.5047 -3.3776  -0.20
C13 -2.5746 0.2670 -2.7879  -0.24
H9 -1.9429 -0.4740 -3.2560  0.22
H10 -2.2630 1.7303 -4.3134  0.22
H11 -3.6906 3.4242 -3.2270  0.21
H12 -4.8054 2.8994 -1.0887  0.21
H13 -4.4734 0.7043 -0.0313  0.21
H14 -3.3884 -2.1645 -1.5355  0.22
H15 -3.4266 -1.3897 0.0640  0.19
O4 -0.9581 0.5276 -0.1487  -0.42
C14 0.1898 1.1020 0.3410  0.43
N2 1.1448 0.2427 0.5189  -0.42
C15 0.2306 2.5224 0.5819  -0.03
C16 1.3769 3.1027 1.1278  -0.20
C17 1.4179 4.4636 1.3550  -0.21
C18 0.3246 5.2577 1.0424  -0.21
C19 -0.8140 4.6849 0.4979  -0.20
C20 -0.8672 3.3244 0.2659  -0.22
H16 -1.7485 2.8716 -0.1634  0.23
H17 -1.6646 5.3036 0.2518  0.21
H18 0.3607 6.3220 1.2222  0.21
H19 2.3049 4.9114 1.7785  0.21
H20 2.2156 2.4675 1.3641  0.23
H21 3.3247 -0.6734 1.2907  0.24
H22 4.5941 -1.9120 1.2328  0.21
H23 4.9171 -0.2816 0.6191  0.22

The LUMO energy is 0.7 eV. The structure (SMILES) is CCOP(=O)(OCC)c1nc(-c2ccccc2)oc1NCc1ccccc1.

---

Entry 2:
DFT (the ωB97M-V functional and the def2-TZVPD basis) results for a 2-piece molecular cluster, C20H23N3O2 overall.

Last column: natural (NBO) charge in e.
Positions of all 48 atoms, in Å:
O1 -2.7917 3.0576 2.4529  -0.66
O2 0.6647 2.8221 -0.3955  -0.67
C1 -1.9301 2.7378 3.2595  0.68
C2 -0.1717 2.9368 0.5008  0.67
C3 -1.6958 -4.8787 -0.8377  -0.21
C4 4.0746 -0.8880 -1.8761  -0.22
C5 -0.4472 -5.4335 -0.5642  -0.24
C6 4.2415 -2.2004 -1.4435  -0.21
C7 -1.7791 -3.5712 -1.3149  -0.19
C8 -0.7466 -1.5018 -1.9856  -0.27
C9 2.7920 -0.3949 -2.1089  -0.17
C10 0.3674 -0.6938 -2.1611  0.21
C11 0.7152 -4.6819 -0.7668  -0.16
C12 3.1267 -3.0171 -1.2377  -0.20
C13 -0.6201 -2.8101 -1.5198  -0.05
C14 1.6553 -1.2030 -1.9115  -0.12
C15 0.6598 -3.3525 -1.2472  -0.09
C16 1.8130 -2.5443 -1.4610  0.05
N1 0.1354 0.6259 -2.5317  -0.82
N2 -0.9725 4.0060 0.5651  -0.61
N3 -0.7529 2.2058 2.9272  -0.60
C17 -2.1740 2.9420 4.7361  -0.71
C18 -0.9361 5.1311 -0.3678  -0.41
C19 -1.0404 0.6034 1.1078  -0.61
C20 -0.2604 1.8330 1.5878  -0.13
H1 -2.5993 -5.4606 -0.6825  0.21
H2 4.9366 -0.2470 -2.0353  0.21
H3 -0.3764 -6.4520 -0.1933  0.21
H4 5.2398 -2.5890 -1.2658  0.21
H5 -2.7539 -3.1426 -1.5262  0.21
H6 -1.7320 -1.0970 -2.1863  0.20
H7 2.6884 0.6284 -2.4545  0.21
H8 1.6526 -5.1690 -0.5323  0.20
H9 3.3212 -4.0278 -0.9041  0.21
H10 -0.8389 0.9047 -2.6013  0.38
H11 0.7650 1.3202 -2.1196  0.41
H12 -1.7031 3.9878 1.2689  0.43
H13 -0.1385 1.9859 3.6934  0.40
H14 -1.3659 3.5297 5.1674  0.22
H15 -3.1175 3.4701 4.8686  0.25
H16 -2.2307 1.9712 5.2248  0.23
H17 -1.5393 5.9550 0.0163  0.21
H18 -1.3270 4.8190 -1.3381  0.20
H19 0.0941 5.4698 -0.4976  0.21
H20 -0.5819 0.2202 0.2009  0.24
H21 -2.0771 0.8711 0.8992  0.22
H22 -1.0129 -0.1801 1.8661  0.21
H23 0.7696 1.5015 1.7253  0.23

The LUMO energy is 0.5 eV. The structure (SMILES) is CNC(=O)[C@H](C)NC(C)=O.Nc1cc2ccccc2c2ccccc12. For the energy relative to the best compared isomer or geometry (same formula, charge and spin), the calculation gives 0.0 kcal/mol.

---

Entry 3:
DFT (the ωB97M-V functional and the def2-TZVPD basis) results for one molecule with the formula C20H23N3O2.

Last column: natural (NBO) charge in e.
Positions of all 48 atoms, in Å:
C1 4.5548 -1.9100 1.4169  -0.61
C2 4.2764 -0.3734 1.3649  -0.08
H1 4.2146 -0.0713 2.4071  0.18
H2 5.1158 0.0669 0.7908  0.21
O1 3.1980 -0.0830 0.7516  -0.45
C3 3.0509 0.0333 -0.3542  0.80
O2 4.0088 -0.1682 -1.0191  -0.68
C4 1.6463 0.5121 -0.8778  -0.33
C5 0.4061 0.2276 -0.2742  0.25
N1 0.1785 -0.6925 0.5263  -0.60
H3 -0.9166 -0.9968 1.0073  0.45
C6 0.9045 -2.1152 0.6615  -0.23
H4 1.7597 -1.9942 -0.3323  0.24
H5 1.4400 -1.9372 1.6467  0.22
C7 -0.0231 -3.2004 0.5525  -0.27
N2 -1.0855 -2.8638 1.6869  -0.46
C8 -0.6640 -2.9175 2.9316  -0.40
H6 0.0837 -2.3053 3.2642  0.22
H7 -0.5947 -4.0688 3.1263  0.15
H8 -1.6624 -2.7897 3.7052  0.19
C9 -2.2743 -3.8017 1.1765  -0.33
H9 -3.1345 -3.5043 2.1066  0.17
H10 -2.1834 -4.8220 1.4343  0.20
H11 -2.6038 -3.5077 0.3970  0.16
H12 0.3583 -4.2619 0.7595  0.21
H13 -0.5051 -3.1923 -0.3851  0.22
C10 -0.5211 1.3058 -0.6269  -0.08
C11 -0.5922 2.1448 -1.5318  0.21
N3 0.8317 2.3762 -2.0362  -0.46
C12 1.7591 1.6822 -1.7373  0.12
H14 2.5964 1.7105 -2.2605  0.18
C13 -1.4620 3.0147 -2.0334  -0.19
C14 -1.3384 4.0956 -2.8902  -0.08
C15 -2.1904 4.9506 -3.3218  -0.28
C16 -3.4929 4.8151 -2.6751  -0.14
C17 -3.9808 3.8126 -1.6352  -0.23
C18 -2.7904 2.9023 -1.4785  0.06
C19 -2.9648 2.1116 -0.0967  -0.22
C20 -1.9864 1.1152 0.0679  -0.18
H15 -2.1927 0.3185 0.9765  0.19
H16 -3.9039 2.0849 0.2163  0.19
H17 -4.7350 3.7539 -0.9601  0.21
H18 -4.2716 5.4410 -2.9128  0.19
H19 -1.9999 5.7194 -4.0269  0.23
H20 -0.3080 4.0077 -3.3527  0.23
H21 4.4929 -2.1905 0.2367  0.22
H22 3.8823 -2.3925 1.9204  0.18
H23 5.6188 -2.0423 1.6872  0.22

The LUMO energy is 0.5 eV. The structure (SMILES) is CCOC(=O)c1cnc2c(ccc3ccccc32)c1NCCN(C)C. For the energy relative to the best compared isomer or geometry (same formula, charge and spin), the calculation gives 400.0 kcal/mol.

---

Entry 4:
DFT (the ωB97M-V functional and the def2-TZVPD basis) results for one molecule with the formula C20H23N3O3.

Last column: natural (NBO) charge in e.
Positions of all 49 atoms, in Å:
C1 -5.4216 -2.7125 -0.0359  -0.64
C2 -3.9556 -2.3076 -0.1375  -0.07
O1 -3.7180 -1.0913 -0.8426  -0.53
C3 -4.0824 0.0802 -0.2242  0.28
C4 -5.4036 0.5143 -0.2012  -0.25
C5 -5.7343 1.7443 0.3376  -0.20
C6 -4.7485 2.5689 0.8508  -0.22
C7 -3.4290 2.1586 0.8226  -0.21
C8 -3.0886 0.9201 0.2967  0.16
N1 -1.7336 0.5230 0.2569  -0.46
C9 -1.2066 -0.4962 0.9645  0.70
O2 -1.7879 -1.1986 1.7606  -0.62
C10 0.2762 -0.5774 0.6164  -0.49
H1 0.5779 -1.6158 0.4901  0.23
C11 0.4271 0.2843 -0.6443  -0.31
C12 1.7450 1.0513 -0.6390  0.70
O3 1.8271 2.1696 -0.1629  -0.64
N2 2.8169 0.4180 -1.1636  -0.43
C13 2.8034 -0.9159 -1.7188  -0.41
H2 2.2552 -1.6070 -1.0810  0.21
H3 3.8302 -1.2707 -1.7891  0.22
H4 2.3636 -0.9258 -2.7208  0.20
C14 4.0962 1.1118 -1.1900  -0.25
C15 5.0571 0.5024 -0.2075  -0.07
C16 4.7791 0.5256 1.1560  -0.17
C17 5.6645 -0.0738 2.0338  -0.25
C18 6.7990 -0.6799 1.5116  0.03
N3 7.0746 -0.7071 0.2202  -0.41
C19 6.2255 -0.1319 -0.6127  0.03
H5 6.4993 -0.1766 -1.6604  0.19
H6 7.5216 -1.1662 2.1533  0.19
H7 5.4813 -0.0716 3.0970  0.22
H8 3.8831 1.0140 1.5111  0.23
H9 4.5053 1.0744 -2.2043  0.20
H10 3.8930 2.1519 -0.9193  0.26
H11 0.3391 -0.3320 -1.5400  0.22
C20 -0.7709 1.2394 -0.5520  -0.20
H12 -1.1979 1.4737 -1.5299  0.21
H13 -0.4599 2.1735 -0.0670  0.22
H14 0.8386 -0.1565 1.4536  0.24
H15 -2.6495 2.7937 1.2160  0.22
H16 -5.0051 3.5310 1.2675  0.22
H17 -6.7659 2.0631 0.3456  0.22
H18 -6.1688 -0.1087 -0.6366  0.22
H19 -3.5121 -2.2442 0.8625  0.21
H20 -3.4059 -3.0505 -0.7219  0.18
H21 -5.4783 -3.7257 0.3535  0.22
H22 -5.9629 -2.0556 0.6405  0.21
H23 -5.8929 -2.6881 -1.0163  0.21

The LUMO energy is 0.6 eV. The structure (SMILES) is CCOc1ccccc1N1C[C@@H](C(=O)N(C)Cc2cccnc2)CC1=O. For the energy relative to the best compared isomer or geometry (same formula, charge and spin), the calculation gives 34.4 kcal/mol.

---

no.,HOMO (eV),maximum force (eV/A)
1,-7.62,1.4
2,-7.11,3.2
3,-7.64,18.0
4,-8.88,0.6